Record 1
Here is a molecular structure, C3H8NO2 in a non-equilibrium geometry from the OMol25 dataset. Energies are from ωB97M-V/def2-TZVPD.

Last column: Löwdin charge in e.
CARTESIAN COORDINATES (ANGSTROEM)
1 C -1.913 1.119 1.631  -0.286
2 O -1.897 0.103 0.676  -0.261
3 H -1.262 1.992 1.335  0.067
4 H -2.921 1.491 1.770  0.041
5 H -1.537 0.795 2.610  0.048
6 C 0.683 -0.736 -1.429  -0.461
7 N 0.331 -0.629 -0.126  -0.122
8 C 1.322 0.115 0.576  -0.211
9 O 1.782 -0.403 -1.927  -0.131
10 H -0.132 -1.141 -2.070  0.101
11 H -0.899 -0.251 0.300  -0.003
12 H 2.294 -0.352 0.366  0.055
13 H 1.148 0.090 1.693  0.073
14 H 1.362 1.195 0.215  0.088

Properties
Kohn-Sham gap: 8.13 eV
LUMO level: 4.2503 eV
multiplicity: 1
total charge: -1
HOMO energy: -3.884 eV
molecular weight: 90.10 g/mol
relative energy (zero: lowest compared OMol25 entry of this formula, charge and spin): 1.677 eV
strongest force on any atom: 1.92 eV/Å

Record 2
Here is a gas-phase ion, C3H8NO2 (charge -1) in a non-equilibrium geometry from the OMol25 dataset. Energies are from ωB97M-V/def2-TZVPD.

Last column: Löwdin charge in e.
CARTESIAN COORDINATES (ANGSTROEM)
1 C 0.825 0.288 -0.546  -0.275
2 C 0.503 0.903 0.829  -0.239
3 O 1.436 0.380 1.831  -0.111
4 N -0.350 -0.033 -1.385  -0.079
5 C -1.195 -1.081 -0.718  -0.588
6 O -2.433 -0.607 -0.497  -0.363
7 H 1.595 0.799 -1.133  0.089
8 H 1.345 -0.644 -0.278  0.094
9 H -0.561 0.813 1.031  0.108
10 H 0.867 1.931 0.740  0.097
11 H 0.850 -0.138 2.380  0.059
12 H -0.989 0.732 -1.141  0.063
13 H -0.665 -1.341 0.243  0.072
14 H -1.229 -2.000 -1.355  0.073

Properties
Kohn-Sham gap: 6.39 eV
LUMO level: 3.8717 eV
multiplicity: 1
total charge: -1
HOMO energy: -2.521 eV
molecular weight: 90.10 g/mol
relative energy (zero: lowest compared OMol25 entry of this formula, charge and spin): 3.245 eV
strongest force on any atom: 2.77 eV/Å

Record 3
Here is a gas-phase ion, C3H8NO2 (charge -1) in a non-equilibrium geometry from the OMol25 dataset. Energies are from ωB97M-V/def2-TZVPD.

Last column: Löwdin charge in e.
CARTESIAN COORDINATES (ANGSTROEM)
1 C 1.027 -1.190 0.013  -0.540
2 O 2.168 -0.697 -0.418  -0.324
3 C -0.234 -0.166 -0.012  -0.398
4 C -0.161 0.937 0.999  -0.245
5 O -1.435 1.650 1.132  -0.116
6 N -0.283 0.340 -1.408  0.006
7 H 1.002 -1.672 1.035  0.076
8 H 0.588 -1.961 -0.686  0.069
9 H -1.132 -0.794 0.125  0.121
10 H 0.018 0.469 1.975  0.106
11 H 0.699 1.579 0.797  0.113
12 H -1.700 1.577 0.205  0.047
13 H 0.538 -0.055 -1.867  0.047
14 H -1.096 -0.017 -1.888  0.037

Properties
Kohn-Sham gap: 6.68 eV
LUMO level: 4.0838 eV
multiplicity: 1
total charge: -1
HOMO energy: -2.600 eV
molecular weight: 90.10 g/mol
relative energy (zero: lowest compared OMol25 entry of this formula, charge and spin): 2.673 eV
strongest force on any atom: 1.64 eV/Å